1.
ORCA calculation (ωB97M-V/def2-TZVPD) on C24H57NO2P as an isolated structure.

## Properties
lowest unoccupied orbital energy = -1.8 eV
HOMO level = -11.23 eV
net charge = +1
Kohn-Sham gap = 9.42 eV

```
85
Properties=species:S:1:pos:R:3:forces:R:3
O 0.6315 -0.4495 -0.5450 -0.6 0.4 -1.2
H -0.1506 -0.2264 -1.0865 1.2 -0.3 0.6
C -3.7802 0.0385 1.9226 0.8 0.0 1.8
C -2.4815 -0.2108 2.7855 -0.9 -1.9 -0.6
C -1.3248 0.7500 2.6126 -1.1 0.4 -0.8
C -0.8786 0.6723 1.1244 0.8 0.5 1.7
P 0.6828 1.4794 0.6049 1.2 0.1 -1.5
C 2.2363 0.5661 1.0540 0.6 0.6 -0.1
C 2.3065 0.2132 2.5341 0.7 -0.6 -0.6
C 3.6724 -0.5525 2.8294 -2.9 1.3 -1.3
C 3.6828 -1.2227 4.1384 0.3 -0.4 1.3
C 0.6622 2.0927 -1.1960 -0.2 0.1 0.8
C -0.1949 3.3262 -1.5804 -1.1 -0.6 0.4
C -0.6985 3.3153 -3.0321 -0.3 0.3 -1.1
C 0.3706 3.1482 -4.0999 0.7 0.2 -0.5
C 0.8184 3.1295 1.5080 0.1 -1.0 -0.5
C 2.1380 3.9408 1.2549 -1.9 -0.7 0.6
C 2.0774 5.2682 1.9696 1.6 -0.8 0.9
C 3.3866 6.0181 1.6484 -2.1 1.3 0.0
H -3.6309 0.0173 0.8431 -0.1 0.7 0.5
H -4.1611 0.9579 2.3672 -0.5 0.3 -0.9
H -4.5193 -0.7411 2.1068 0.0 -0.1 0.3
H -2.1872 -1.2381 2.5706 0.7 -0.2 -0.6
H -2.7049 -0.4138 3.8329 -0.5 0.9 0.2
H -0.5537 0.4739 3.3318 0.3 0.1 -0.3
H -1.7201 1.7284 2.8858 0.3 0.3 0.0
H -1.5633 1.0741 0.3775 -0.4 0.2 0.4
H -0.7590 -0.3915 0.9193 0.2 0.9 0.1
H 3.1442 1.1134 0.8004 -0.2 0.8 -0.1
H 2.2989 -0.2930 0.3861 -0.2 0.0 0.5
H 1.4862 -0.4984 2.6281 -0.2 0.1 1.0
H 2.1762 1.1353 3.1006 -0.1 -0.3 0.5
H 4.4335 0.1971 2.6131 0.5 -0.7 -0.1
H 3.4897 -1.3826 2.1470 1.3 0.2 -0.8
H 4.5699 -1.8470 4.2451 0.0 0.0 0.1
H 2.8183 -1.8865 4.1448 0.0 -0.1 0.4
H 3.6498 -0.5576 5.0014 -0.1 0.0 0.0
H 0.3625 1.1924 -1.7324 0.2 0.7 -0.3
H 1.7333 2.2089 -1.3612 0.1 0.2 -0.4
H 0.1874 4.2948 -1.2585 0.6 -0.1 -0.4
H -1.1156 3.2753 -0.9993 -0.2 -0.1 0.3
H -1.3181 4.1693 -3.3055 0.4 0.8 0.6
H -1.4766 2.5821 -3.2442 0.2 -0.8 0.6
H 1.3063 3.6309 -3.8180 0.3 -0.4 0.4
H 0.2156 3.6460 -5.0571 -0.8 0.0 0.0
H 0.5098 2.0980 -4.3566 0.4 0.0 0.2
H 0.6492 2.8590 2.5502 0.4 0.3 0.3
H -0.0611 3.7186 1.2480 -0.1 0.1 -0.2
H 2.2990 4.1227 0.1923 0.1 -0.4 -0.1
H 2.9575 3.4000 1.7284 0.2 -0.2 -0.5
H 2.1434 5.0151 3.0278 -0.4 0.1 0.3
H 1.1587 5.8407 1.8419 0.2 0.1 -0.4
H 3.2293 6.3957 0.6381 0.8 -0.2 -0.3
H 4.3153 5.4696 1.8054 -0.3 0.0 -0.1
H 3.2954 6.9151 2.2610 0.8 0.1 0.1
C -2.3537 -1.0026 -0.9319 0.3 0.8 0.3
C -2.4264 -2.5079 -0.9620 1.2 -1.0 -1.7
N -1.0356 -3.2603 -0.8911 -1.7 1.1 0.8
C -0.4126 -2.9263 0.4406 -0.4 -1.6 0.3
C -1.3008 -4.8021 -1.0061 -0.5 0.3 0.9
C -1.9894 -5.4661 0.2210 -0.1 0.9 0.5
C -0.0307 -2.7963 -2.0001 -2.9 -0.6 -0.5
C -0.6124 -2.8586 -3.4769 2.3 0.2 3.0
O -0.9043 -4.1597 -3.8461 0.8 0.2 1.1
C -1.3634 -4.1690 -5.1323 -1.7 -1.1 -1.6
H -2.2456 -0.6576 0.0964 -0.4 -0.6 -0.6
H -3.2131 -0.4844 -1.3574 -0.4 -0.5 0.0
H -1.5187 -0.4776 -1.3957 -0.4 -0.8 -0.6
H -2.7579 -2.9454 -1.9037 -0.6 0.5 -0.1
H -3.1147 -2.8263 -0.1791 0.5 -0.4 0.1
H -0.0722 -1.9017 0.5903 0.5 -0.4 -1.1
H 0.3364 -3.7177 0.4657 0.6 0.6 0.9
H -1.1376 -3.0856 1.2388 -0.2 -0.4 -0.2
H -0.3144 -5.2333 -1.1769 -0.1 0.0 -0.1
H -1.9388 -4.9565 -1.8764 0.4 0.2 -0.1
H -3.0114 -5.1333 0.4025 -0.1 0.3 -0.5
H -1.5120 -5.2302 1.1721 0.4 -0.2 -0.2
H -2.0957 -6.5499 0.1757 0.5 0.0 -0.5
H 0.8054 -3.4630 -1.7891 0.2 0.3 -0.6
H 0.1483 -1.7431 -1.7838 0.7 -0.5 0.2
H 0.2940 -2.4465 -3.9203 0.1 -0.1 -1.1
H -1.3951 -2.1202 -3.6506 -0.4 -0.2 0.1
H -1.6942 -5.1758 -5.3873 0.2 -0.2 0.1
H -0.6542 -3.8798 -5.9079 0.1 0.4 0.2
H -2.2940 -3.6015 -5.1378 0.0 0.5 -0.6
```
Positions in Å, forces in eV/Å.

Mulliken atomic charge list, values in e, 6 entries:
1 O -1.120
2 H -1.386
3 C -1.023
4 C -0.405
5 C -0.606
6 C 0.353

---

2.
ORCA calculation (ωB97M-V/def2-TZVPD) on a 8-piece molecular cluster, C24H58BrN8O7 overall.

## Properties
lowest unoccupied orbital energy = -3.0 eV
HOMO level = -10.31 eV
net charge = +1
Kohn-Sham gap = 7.32 eV

```
98
Properties=species:S:1:pos:R:3:forces:R:3
C -3.6801 -4.6858 -2.5287 0.6 0.6 0.0
C -2.7389 -3.6168 -1.9240 -0.2 -0.7 0.1
C -1.4377 -4.1750 -1.3174 0.1 0.8 -0.7
N -1.6625 -4.7541 0.0567 -0.5 0.1 -0.4
Br -0.5579 -5.5733 -2.3733 -0.4 0.6 0.4
H -4.6380 -4.2253 -2.7859 0.1 -0.1 0.3
H -3.8159 -5.5298 -1.8380 -0.2 0.1 -0.3
H -3.2301 -5.0220 -3.4700 -0.2 -0.3 0.3
H -3.2410 -3.0466 -1.1249 0.1 0.0 -0.3
H -2.4739 -2.9143 -2.7196 0.1 0.0 0.3
H -0.7281 -3.3474 -1.2228 0.0 -0.4 0.2
H -0.8147 -5.1891 0.4135 0.0 -0.1 0.0
H -1.9823 -4.0455 0.7395 0.0 0.0 0.1
H -2.3807 -5.4730 -0.0522 -0.1 -0.1 0.3
C -4.4160 -0.5054 -3.2575 0.3 0.4 -0.1
O -4.9564 -1.3186 -2.5230 0.1 -0.3 0.2
N -3.5268 0.4210 -2.8591 -0.1 -0.4 -0.4
C -2.9133 1.3597 -3.7834 -0.1 0.0 0.1
C -3.1693 0.4868 -1.4560 -0.1 -0.2 -0.1
H -4.6205 -0.4707 -4.3391 0.0 0.0 0.0
H -1.8302 1.2287 -3.7671 0.0 0.2 0.0
H -3.1545 2.3754 -3.4778 0.2 0.0 -0.1
H -3.2777 1.1938 -4.7970 0.0 -0.1 0.1
H -2.7424 -0.4735 -1.1449 0.0 0.0 0.1
H -4.0625 0.6752 -0.8661 0.1 0.0 0.1
H -2.4493 1.2818 -1.2870 -0.1 0.1 -0.1
C 3.3298 -8.9291 -0.1673 0.0 0.1 -0.1
O 3.8479 -10.0141 -0.0552 0.1 -0.2 -0.1
N 3.1922 -8.2527 -1.3331 -0.1 0.2 0.2
C 2.5583 -6.9541 -1.3932 0.2 -0.3 -0.3
C 3.6981 -8.8543 -2.5560 0.1 -0.2 0.2
H 2.9144 -8.3869 0.6994 0.0 0.1 0.0
H 1.6868 -6.9993 -2.0521 0.2 0.1 0.1
H 3.2668 -6.2202 -1.7853 -0.1 0.1 0.0
H 2.2353 -6.6417 -0.4000 0.0 -0.1 0.0
H 3.2027 -9.8113 -2.7249 0.1 0.0 -0.1
H 4.7693 -9.0341 -2.4592 0.0 0.0 -0.1
H 3.5145 -8.1946 -3.4011 0.0 0.0 0.1
C -0.7148 4.0059 -1.5508 0.3 0.1 0.3
O -1.7755 3.5010 -1.8791 -0.1 -0.1 0.1
N -0.2312 4.0472 -0.2941 0.0 0.1 -0.3
C 1.0431 4.6682 0.0102 -0.2 0.0 0.3
C -1.0070 3.4528 0.7834 0.0 0.0 -0.4
H -0.0468 4.4844 -2.2827 0.0 0.0 0.0
H 1.7114 3.9280 0.4509 0.1 0.1 -0.1
H 0.8861 5.4857 0.7194 0.1 0.0 0.0
H 1.5030 5.0631 -0.8906 0.0 -0.1 0.0
H -1.1656 2.3946 0.5798 -0.1 0.0 0.1
H -1.9813 3.9383 0.8441 0.0 -0.2 0.1
H -0.4812 3.5685 1.7288 0.1 0.0 -0.1
C 3.8242 3.3499 -2.6856 0.3 0.2 -0.2
O 3.0407 3.2002 -1.7674 -0.1 -0.1 0.2
N 4.7675 4.3102 -2.7424 -0.1 -0.3 -0.2
C 5.6728 4.4317 -3.8678 0.0 0.1 0.2
C 4.8747 5.2519 -1.6385 -0.3 -0.2 0.0
H 3.8223 2.6920 -3.5695 0.0 0.0 -0.1
H 6.7028 4.3270 -3.5205 0.0 0.0 -0.1
H 5.5477 5.4119 -4.3321 0.1 0.0 -0.1
H 5.4689 3.6606 -4.6087 0.0 0.0 0.0
H 5.0797 4.7067 -0.7152 0.0 0.1 0.0
H 3.9336 5.7864 -1.5210 0.1 0.1 0.1
H 5.6745 5.9634 -1.8269 0.0 0.0 -0.1
C 2.7523 7.8191 1.0792 0.0 0.1 0.3
O 3.2864 7.5133 0.0330 0.2 -0.1 -0.2
N 3.4001 8.0103 2.2482 -0.3 0.0 -0.1
C 2.7002 8.3766 3.4640 0.3 0.0 -0.1
C 4.8422 7.8432 2.2827 -0.1 0.0 -0.2
H 1.6640 7.9700 1.1578 0.0 0.0 0.1
H 3.0764 9.3349 3.8274 -0.1 0.0 0.1
H 2.8671 7.6121 4.2259 -0.1 0.1 0.1
H 1.6313 8.4638 3.2783 0.0 0.0 -0.1
H 5.3084 8.5396 1.5841 0.1 -0.1 0.0
H 5.1005 6.8269 1.9798 0.1 0.0 0.0
H 5.2156 8.0299 3.2866 -0.1 0.0 0.0
C -1.6478 -3.5348 3.8826 0.4 -0.1 0.4
O -2.2358 -3.0844 2.9074 0.3 -0.3 -0.6
N -0.3409 -3.8646 3.9239 -0.5 0.0 0.1
C 0.2821 -4.3986 5.1249 0.2 0.0 -0.1
C 0.4645 -3.6782 2.7350 -0.2 0.3 0.2
H -2.1634 -3.7074 4.8372 0.0 0.0 0.0
H 1.0885 -3.7359 5.4416 0.0 -0.1 0.1
H 0.6903 -5.3886 4.9148 0.0 0.0 0.1
H -0.4456 -4.4795 5.9291 0.0 0.0 -0.1
H 0.4443 -2.6268 2.4435 0.1 -0.1 -0.1
H 0.0427 -4.2739 1.9261 0.2 0.0 -0.1
H 1.4898 -3.9879 2.9171 0.0 0.0 0.0
C -3.6989 0.5322 1.7851 -0.2 -0.2 0.2
O -3.4571 1.6174 1.3005 0.0 0.2 0.1
N -4.8194 0.2224 2.4679 0.2 -0.1 -0.1
C -5.0390 -1.1040 3.0053 -0.2 0.2 0.0
C -5.8282 1.2498 2.6638 0.2 0.1 -0.1
H -3.0001 -0.3172 1.6971 0.0 -0.1 0.0
H -5.9477 -1.5257 2.5693 0.0 -0.1 0.1
H -5.1527 -1.0406 4.0902 0.0 -0.2 0.0
H -4.1969 -1.7537 2.7723 0.0 0.1 0.0
H -6.1789 1.6083 1.6950 -0.1 0.1 0.1
H -5.3936 2.0915 3.2051 -0.1 0.0 0.0
H -6.6657 0.8472 3.2280 0.0 -0.1 0.0
```
Positions in Å, forces in eV/Å.

Mulliken atomic charge list, values in e, 6 entries:
1 C -1.292
2 C -0.292
3 C -0.305
4 N -0.004
5 Br -0.033
6 H 0.380

---

3.
ORCA calculation (ωB97M-V/def2-TZVPD) on a 6-piece molecular cluster, C24H58ClN2O6 overall.

## Properties
lowest unoccupied orbital energy = -4.2 eV
HOMO level = -11.01 eV
net charge = +1
Kohn-Sham gap = 6.77 eV

```
91
Properties=species:S:1:pos:R:3:forces:R:3
C -3.8572 -0.1310 1.0250 0.3 0.0 0.2
C -3.6613 0.5396 2.3717 -0.1 -0.4 -0.6
C -2.4615 0.0668 3.1486 -0.2 1.0 -0.5
Cl -0.9740 0.7172 2.5060 0.3 -0.2 -0.1
N -2.3540 -1.4313 3.2310 0.1 0.0 0.8
O -1.8589 -2.0327 2.0421 -1.0 -0.4 0.1
C -0.6407 -2.4636 2.2076 3.0 0.5 -0.4
N 0.5201 -2.5821 2.2288 -2.0 -0.4 0.2
H -3.0794 0.1655 0.3465 0.4 0.2 -0.4
H -3.8257 -1.2078 1.0742 -0.2 -0.4 0.0
H -4.7993 0.1511 0.6025 -0.5 0.2 -0.3
H -4.5586 0.4949 2.9657 -0.3 -0.3 0.5
H -3.4894 1.5839 2.1942 0.1 0.6 0.1
H -2.5454 0.4014 4.1667 0.1 -0.2 0.7
H -3.2698 -1.8432 3.4388 -0.2 -0.1 -0.4
H -1.7388 -1.6653 4.0179 0.3 -0.2 -0.1
C 1.5215 1.0910 -0.6508 0.0 0.1 0.0
C 0.3608 1.6673 -1.4432 0.1 -0.1 -0.1
O -0.3239 2.7133 -0.7776 -0.2 -0.1 0.1
C 0.4475 3.8679 -0.4761 0.1 0.1 0.0
C 1.0447 4.5473 -1.6942 0.0 -0.1 0.0
H 1.1674 0.7435 0.3209 0.0 -0.1 0.1
H 1.9642 0.2501 -1.1841 0.0 0.0 0.0
H 2.3086 1.8237 -0.4739 0.0 0.0 -0.1
H -0.3891 0.8898 -1.5990 -0.1 0.0 0.0
H 0.6890 1.9877 -2.4368 0.0 0.0 0.0
H 1.2285 3.6248 0.2538 0.0 0.0 0.0
H -0.2421 4.5508 0.0201 -0.1 0.0 0.0
H 1.7518 3.9062 -2.2201 0.1 0.0 0.0
H 1.5773 5.4504 -1.3987 0.0 0.0 0.0
H 0.2615 4.8233 -2.4003 0.0 0.0 0.0
C 3.5914 -4.0650 1.0395 0.1 -0.1 0.0
C 2.4877 -5.0634 0.7306 0.0 0.1 0.1
O 2.9324 -6.2488 0.1122 -0.1 -0.1 -0.2
C 3.8654 -7.0254 0.8460 0.1 -0.1 0.1
C 3.3530 -7.5058 2.1933 -0.1 0.1 0.0
H 4.1307 -3.8017 0.1295 0.0 0.0 0.0
H 3.1678 -3.1576 1.4709 0.0 0.0 0.0
H 4.3164 -4.4629 1.7508 0.0 0.0 0.0
H 1.7869 -4.6147 0.0241 0.0 -0.1 0.0
H 1.9122 -5.2992 1.6347 0.0 0.0 0.0
H 4.8080 -6.4796 0.9626 0.0 0.0 0.0
H 4.0796 -7.8846 0.2123 0.0 0.0 -0.1
H 3.1367 -6.6815 2.8747 0.1 0.0 0.0
H 4.0997 -8.1385 2.6719 0.0 0.0 0.0
H 2.4369 -8.0845 2.0683 0.0 0.0 0.0
C 2.3857 -3.2890 5.0954 0.0 0.0 0.2
C 1.6904 -4.6187 4.8489 0.0 0.1 0.0
O 2.2509 -5.6963 5.5608 0.0 -0.2 -0.1
C 2.2479 -5.5919 6.9745 0.0 0.1 0.1
C 0.8625 -5.4658 7.5839 -0.1 0.0 -0.1
H 3.4446 -3.3635 4.8494 0.0 0.0 0.0
H 1.9406 -2.5093 4.4764 0.0 0.0 -0.1
H 2.3093 -2.9725 6.1368 0.0 0.0 0.0
H 1.7888 -4.8831 3.7960 0.0 -0.1 0.0
H 0.6119 -4.5407 5.0530 0.0 0.0 0.0
H 2.8913 -4.7669 7.2985 0.0 0.0 0.0
H 2.7155 -6.5088 7.3287 0.0 0.0 -0.1
H 0.3556 -4.5517 7.2682 0.0 0.0 0.1
H 0.9336 -5.4456 8.6709 0.0 0.0 0.0
H 0.2391 -6.3118 7.2925 0.0 0.0 0.0
C 0.8523 7.3522 -6.2544 0.1 0.0 0.0
C 1.2221 7.1589 -4.7938 -0.1 0.1 0.0
O 2.2991 6.2650 -4.5836 0.0 -0.2 0.1
C 3.5323 6.6227 -5.1825 0.1 0.1 -0.1
C 4.0878 7.9551 -4.7101 -0.1 0.0 0.1
H 0.6089 6.3948 -6.7160 0.0 0.0 0.0
H -0.0130 8.0097 -6.3374 0.0 0.0 0.0
H 1.6643 7.8012 -6.8269 0.0 0.1 0.0
H 0.3766 6.7199 -4.2632 0.0 0.0 0.0
H 1.4258 8.1238 -4.3161 0.0 0.0 0.0
H 3.4461 6.6047 -6.2743 0.0 0.1 0.0
H 4.2242 5.8260 -4.9111 0.0 -0.1 0.0
H 3.4347 8.7886 -4.9702 0.0 0.0 -0.1
H 5.0585 8.1389 -5.1702 0.0 0.0 0.0
H 4.2117 7.9541 -3.6265 0.0 0.0 0.0
C -7.1102 0.3897 -4.3836 0.1 0.0 0.0
C -6.6247 0.5704 -2.9565 -0.1 0.1 -0.1
O -5.2704 0.2012 -2.7552 0.1 -0.1 0.2
C -4.3103 0.9138 -3.5175 0.1 0.1 -0.1
C -4.2978 2.4108 -3.2601 -0.1 0.0 0.1
H -6.9773 -0.6438 -4.7035 0.0 0.0 0.0
H -8.1676 0.6431 -4.4533 0.0 0.0 0.0
H -6.5708 1.0278 -5.0841 0.0 0.1 0.0
H -7.2005 -0.0778 -2.2955 0.1 0.0 0.0
H -6.7957 1.5984 -2.6174 0.0 0.0 0.0
H -4.4401 0.7054 -4.5842 0.0 0.0 0.0
H -3.3465 0.4909 -3.2329 0.0 -0.1 0.0
H -5.2388 2.8839 -3.5418 0.0 0.0 -0.1
H -3.5036 2.8824 -3.8382 0.0 0.0 0.0
H -4.1241 2.6164 -2.2024 0.0 0.0 0.0
```
Positions in Å, forces in eV/Å.

Mulliken atomic charge list, values in e, 6 entries:
1 C -0.950
2 C -0.777
3 C -0.016
4 Cl -0.031
5 N -0.130
6 O -0.204

---

What is the formula in the second record? C24H58BrN8O7